Entry 1:
{"formula": "C30H26N2O6", "method": "ωB97M-V with the def2-TZVPD basis set", "total_energy_ha": -1719.40002, "lumo_ev": -3.1, "relative_energy_kcal_mol": 25.96, "symbols": ["C", "O", "C", "C", "C", "N", "C", "H", "C", "C", "H", "H", "C", "H", "H", "O", "C", "H", "C", "H", "H", "C", "C", "C", "O", "H", "H", "H", "C", "C", "C", "O", "H", "H", "O", "C", "H", "C", "H", "C", "H", "H", "C", "H", "H", "C", "H", "C", "H", "C", "C", "H", "C", "C", "H", "H", "C", "C", "H", "H", "O", "C", "C", "N"], "xyz": [[-4.40092, 2.04139, 0.00155], [-2.14842, -6.03065, 1.09203], [-1.52899, -4.88286, 0.71958], [-0.45861, -2.40404, -0.16831], [6.47182, 0.35546, 0.17881], [0.30592, 6.60165, -0.80934], [-3.72394, -0.21633, -0.64937], [-5.32662, -1.51074, -1.31783], [-2.13552, 3.83340, -0.88195], [-5.03254, -0.52853, -0.94824], [0.44039, 2.29529, 0.81286], [-0.28023, -0.63321, -1.45119], [-0.11692, 3.07545, 0.27808], [-2.48682, -5.74363, 3.15789], [-3.13255, 3.66325, -1.27283], [-0.37068, 7.44027, -1.45089], [-6.03866, 0.45500, -0.78665], [8.48253, -1.53666, 0.34909], [-5.71790, 1.72667, -0.26774], [1.89539, 0.84529, -1.37861], [-6.52235, 2.44570, -0.11368], [-2.06429, -6.48062, 2.45982], [4.46485, 1.28467, -0.81124], [2.28687, 0.12909, -0.65274], [-7.60028, -0.94753, -1.72583], [-1.02675, -6.70899, 2.74082], [9.63520, -0.23353, 0.78413], [-1.26626, 0.64385, 0.14398], [4.35609, -0.80382, 0.41855], [-1.42474, 2.76072, -0.23343], [-0.75392, -4.08624, 1.59666], [-8.22721, 1.07399, -1.12325], [1.39954, 4.59436, 0.57918], [3.80473, -1.67212, 0.77584], [1.47926, 6.82096, -0.43800], [-1.72572, -4.44694, -0.62003], [-2.95394, -0.99030, -0.74052], [8.60311, -0.58225, 0.88112], [-2.15279, 5.91380, -1.45283], [0.14391, -1.16592, -0.59650], [-4.17227, 3.01714, 0.42323], [3.97607, 2.06301, -1.39845], [-1.95427, 1.44332, -0.12522], [0.36043, -2.29693, 1.84057], [-2.28541, -5.10273, -1.28758], [-0.29546, 5.34961, -0.52285], [-0.55946, -4.42751, 2.61968], [5.70757, -0.71372, 0.70754], [6.20197, -1.46055, 1.33369], [1.40487, -0.80502, -0.11066], [-0.24074, -2.88277, 1.14945], [8.35247, -0.71058, 1.94328], [0.42876, 4.33653, 0.15405], [3.67908, 0.19767, -0.33521], [-1.35580, -2.93166, -2.07580], [-2.66385, -7.39206, 2.47409], [-3.33308, 1.10721, -0.26033], [-1.21952, -3.23581, -1.03721], [6.40213, 2.23091, -0.87951], [1.74125, -1.30447, 0.80292], [7.81957, 0.46531, 0.28155], [5.80622, 1.38384, -0.54281], [-1.59409, 5.09596, -1.00194], [-7.35847, 0.17792, -1.23146]], "nbo_charge": [-0.280, -0.480, 0.369, -0.175, 0.373, 0.501, -0.266, 0.244, -0.185, -0.156, 0.209, 0.236, -0.250, 0.190, 0.215, -0.414, -0.039, 0.188, -0.153, 0.226, 0.246, -0.259, -0.117, -0.022, -0.415, 0.183, 0.213, 0.194, -0.066, -0.028, -0.337, -0.409, 0.241, 0.207, -0.417, -0.266, 0.202, -0.259, 0.249, -0.036, 0.224, 0.227, -0.340, 0.204, 0.240, -0.038, 0.229, -0.336, 0.228, -0.286, -0.074, 0.185, -0.159, -0.179, 0.227, 0.213, 0.097, -0.136, 0.240, 0.201, -0.478, -0.268, -0.183, 0.503]}



Entry 2:
{"formula": "C5H8N2", "method": "ωB97M-V with the def2-TZVPD basis set", "total_energy_ha": -304.69092, "lumo_ev": 0.8, "relative_energy_kcal_mol": 90.72, "symbols": ["H", "H", "N", "H", "H", "H", "H", "C", "C", "H", "N", "C", "C", "C", "H"], "xyz": [[0.43963, 2.81491, 0.45197], [1.08291, -1.53848, 0.95860], [0.01009, 0.83626, 0.06309], [0.63266, 2.35200, -1.26469], [-1.00189, 2.58493, -0.58281], [-0.53437, -1.26524, 1.61517], [0.89880, -1.00332, 2.63296], [0.49808, -0.88528, 1.62448], [0.01528, 2.23902, -0.36795], [-0.89447, 0.48099, -1.83935], [-0.85225, -2.55061, -0.99830], [0.55602, 0.56376, 1.23130], [-0.56400, -0.02594, -0.93912], [-0.64344, -1.34117, -0.94687], [-0.07097, -3.10902, -1.34308]], "nbo_charge": [0.244, 0.218, -0.398, 0.193, 0.194, 0.224, 0.228, -0.750, -0.396, 0.245, -0.605, 0.103, -0.284, 0.405, 0.377]}



Entry 3:
{"formula": "C3H5N3", "method": "ωB97M-V with the def2-TZVPD basis set", "total_energy_ha": -281.50986, "smiles": "Nc1cc[nH]n1", "lumo_ev": 1.0, "relative_energy_kcal_mol": 50.32, "symbols": ["H", "H", "N", "H", "C", "C", "H", "H", "N", "N", "C"], "xyz": [[1.13874, 0.41861, -2.38327], [-1.53107, -0.46216, 2.01785], [1.12576, -0.34706, -1.71860], [0.87317, -1.21759, -2.16451], [-0.92072, -0.14331, 1.18057], [-0.21986, -1.00170, 0.34133], [-0.71262, 1.91713, 1.46706], [0.31909, -1.41728, 1.20451], [-0.64786, 1.11863, 0.85719], [0.16752, 1.19542, -0.23716], [0.40784, -0.06068, -0.56497]], "nbo_charge": [0.387, 0.216, -0.804, 0.387, 0.044, -0.532, 0.408, 0.258, -0.358, -0.341, 0.334]}